No. 1
C51H72BClN13STi | ωB97M-V with the def2-TZVPD basis set

The LUMO energy (spin up / spin down) comes out at -0.049 / -0.075 Ha. Its expectation value of S² is 0.7671. The relative energy (zero: lowest compared OMol25 entry of this formula, charge and spin) is 27.9 kcal/mol. For the HOMO-LUMO gap (spin up / spin down), the calculation gives 4.92 / 4.22 eV. As for the highest occupied orbital energy (spin up / spin down): -6.3 / -6.3 eV. The spin multiplicity is 2.

Element x y z (Å)
Ti -0.80 0.04 0.74
C 1.49 4.47 2.69
C 0.38 3.48 2.62
C -0.67 3.33 3.49
C -1.42 2.25 3.04
N -0.85 1.77 1.91
N 0.27 2.54 1.67
B 1.15 2.60 0.37
N 2.46 1.80 0.41
N 2.60 0.45 0.56
C 3.90 0.21 0.41
C 4.60 1.41 0.17
C 3.66 2.39 0.17
C 3.91 3.85 -0.08
C 4.64 -1.11 0.47
C 3.73 -2.29 0.75
C 5.71 -1.03 1.57
C 5.31 -1.35 -0.89
N 0.28 2.32 -0.88
N -0.48 1.20 -1.15
C -1.06 1.41 -2.35
C -0.67 2.66 -2.83
C 0.16 3.21 -1.89
C 0.79 4.56 -1.96
C -2.01 0.55 -3.16
C -3.46 1.02 -2.96
C -1.67 0.71 -4.65
C -1.87 -0.93 -2.80
C -2.63 1.76 3.84
C -3.65 2.91 3.88
C -2.15 1.48 5.27
C -3.35 0.52 3.33
H 1.46 4.98 3.65
H 1.39 5.22 1.90
H 2.46 3.99 2.57
H -0.86 3.94 4.36
H 1.48 3.74 0.30
H 5.66 1.54 0.00
H 4.98 4.03 0.00
H 3.39 4.49 0.63
H 3.60 4.13 -1.09
H 3.13 -2.15 1.64
H 4.32 -3.20 0.88
H 3.08 -2.43 -0.10
H 5.26 -0.81 2.54
H 6.45 -0.26 1.36
H 6.23 -1.99 1.65
H 4.57 -1.30 -1.69
H 5.79 -2.33 -0.91
H 6.08 -0.59 -1.10
H -0.94 3.12 -3.77
H 0.39 5.08 -2.82
H 1.87 4.49 -2.08
H 0.58 5.15 -1.06
H -3.53 2.11 -2.97
H -3.89 0.65 -2.03
H -4.08 0.63 -3.78
H -2.05 1.66 -5.04
H -2.13 -0.10 -5.22
H -0.59 0.68 -4.82
H -2.05 -1.07 -1.74
H -0.87 -1.27 -3.07
H -2.61 -1.52 -3.35
H -3.23 3.81 4.33
H -4.52 2.61 4.46
H -3.99 3.17 2.87
H -1.72 2.37 5.74
H -1.39 0.69 5.29
H -2.99 1.14 5.88
H -3.98 0.74 2.47
H -4.00 0.15 4.12
H -2.67 -0.29 3.07
C -4.59 4.61 0.23
C -3.21 4.49 0.13
C -2.60 3.25 0.15
C -3.35 2.08 0.27
C -4.74 2.21 0.36
C -5.35 3.45 0.34
N -2.73 0.80 0.31
N -3.59 -0.15 0.07
C -3.21 -1.37 0.44
C -4.07 -2.46 0.22
C -3.75 -3.68 0.75
C -2.56 -3.82 1.47
C -1.71 -2.75 1.55
N -2.01 -1.52 1.07
H -5.06 5.58 0.23
H -2.60 5.38 0.04
H -1.52 3.20 0.05
H -5.34 1.32 0.45
H -6.43 3.52 0.42
H -4.97 -2.28 -0.36
H -4.41 -4.53 0.62
H -2.29 -4.76 1.93
H -0.75 -2.85 2.03
Cl -1.44 -2.32 4.66
C 0.29 -2.39 4.40
C 0.99 -3.31 5.17
C 2.37 -3.33 5.14
C 3.04 -2.38 4.38
C 2.33 -1.47 3.62
C 0.93 -1.47 3.55
C 0.23 -0.40 2.79
H 0.44 -4.00 5.80
H 2.92 -4.04 5.74
H 4.12 -2.35 4.38
H 2.85 -0.70 3.06
H 0.94 0.41 2.66
H -0.60 -0.07 3.40
C 0.20 -2.95 -6.66
C 0.84 -1.66 -6.23
C 1.18 -0.67 -7.15
C 1.74 0.48 -6.61
N 1.99 0.64 -5.32
C 1.67 -0.39 -4.48
S 2.09 -0.21 -2.81
N 1.06 -1.51 -4.93
H 0.34 -3.12 -7.73
H -0.87 -2.93 -6.45
H 0.64 -3.78 -6.11
H 1.01 -0.80 -8.21
H 2.01 1.32 -7.25
C 0.83 -4.62 0.44
C 0.41 -4.06 -0.92
C -0.67 -4.95 -1.53
C 1.58 -4.05 -1.91
N -0.31 -2.75 -0.75
N 0.36 -1.57 -0.28
H 1.52 -5.45 0.28
H -0.03 -4.99 0.99
H 1.34 -3.88 1.06
H -0.35 -5.99 -1.53
H -0.87 -4.66 -2.57
H -1.60 -4.87 -0.97
H 1.87 -5.09 -2.11
H 2.45 -3.53 -1.54
H 1.30 -3.57 -2.84
H -0.70 -2.52 -1.65
H 0.98 -1.13 -1.02
H 0.99 -1.83 0.48

---

No. 2
C51H95FN2O22 | ωB97M-V with the def2-TZVPD basis set

The LUMO energy comes out at 0.001 Ha. For the HOMO-LUMO gap, the calculation gives 8.80 eV. Its structure (SMILES) is C=Cc1c(OCC)c(OC[C@@H](C)O)c2nc(CC(=O)O)c(CCO)nc2c1CC(=O)F.COCCOCCOC.COCCOCCOC.COCCOCCOC.COCCOCCOC.COCCOCCOC. As for the highest occupied orbital energy: -8.8 eV. The spin multiplicity is 1.

Element x y z (Å)
C -7.46 -0.12 1.30
C -6.55 0.15 2.20
C -5.12 0.21 1.89
C -4.56 1.46 1.80
O -5.38 2.52 1.98
C -5.92 2.97 0.73
C -6.91 4.06 0.99
C -3.30 1.60 1.54
O -2.69 2.80 1.40
C -2.74 3.65 2.53
C -2.71 5.10 2.05
C -1.78 5.17 0.86
O -4.02 5.38 1.55
C -2.53 0.50 1.34
N -1.22 0.70 1.07
C -0.54 -0.34 0.83
C 0.93 -0.15 0.54
C 1.36 1.26 0.82
O 2.00 1.58 1.80
O 0.95 2.18 -0.09
C -1.10 -1.61 0.83
C -0.26 -2.78 0.45
C -0.26 -2.81 -1.09
O -1.05 -3.87 -1.58
N -2.33 -1.85 1.13
C -3.05 -0.73 1.39
C -4.38 -0.85 1.68
C -4.98 -2.22 1.73
C -5.39 -2.58 3.11
O -4.65 -2.67 4.06
F -6.71 -2.81 3.26
H -8.43 0.32 1.33
H -7.23 -0.77 0.48
H -6.84 0.34 3.21
H -5.12 3.35 0.12
H -6.37 2.13 0.22
H -7.38 3.86 1.94
H -6.42 5.01 1.05
H -7.69 4.07 0.24
H -3.59 3.47 3.17
H -1.86 3.53 3.16
H -2.40 5.76 2.84
H -0.90 4.56 1.01
H -2.29 4.85 -0.02
H -1.46 6.18 0.68
H -4.37 6.16 1.97
H 1.48 -0.82 1.17
H 1.17 -0.38 -0.50
H 1.38 1.99 -0.94
H 0.74 -2.66 0.83
H -0.74 -3.67 0.81
H -0.71 -1.91 -1.46
H 0.75 -2.84 -1.50
H -1.66 -3.48 -2.21
H -4.27 -2.96 1.41
H -5.80 -2.25 1.03
C -3.79 -0.77 -7.13
O -4.19 -1.03 -5.80
C -4.11 -2.40 -5.46
C -3.74 -2.57 -4.00
O -2.37 -2.31 -3.71
C -1.96 -0.94 -3.72
C -2.48 -0.12 -2.58
O -3.84 0.26 -2.74
C -4.43 0.36 -1.46
H -4.48 -1.23 -7.85
H -3.79 0.31 -7.27
H -2.77 -1.14 -7.31
H -3.37 -2.91 -6.08
H -5.09 -2.86 -5.63
H -3.88 -3.63 -3.76
H -4.40 -2.00 -3.35
H -2.17 -0.48 -4.69
H -0.87 -0.97 -3.62
H -1.89 0.81 -2.50
H -2.36 -0.70 -1.65
H -4.30 -0.58 -0.91
H -5.50 0.54 -1.57
H -3.98 1.18 -0.90
C 0.96 -4.20 -4.88
O 1.73 -5.00 -4.01
C 0.96 -5.99 -3.35
C 1.77 -7.25 -3.12
O 1.98 -8.04 -4.29
C 2.89 -7.56 -5.26
C 4.34 -7.60 -4.83
O 4.65 -6.54 -3.95
C 5.69 -6.87 -3.05
H 0.23 -3.59 -4.32
H 1.64 -3.53 -5.41
H 0.44 -4.81 -5.62
H 0.07 -6.24 -3.93
H 0.65 -5.59 -2.38
H 1.19 -7.89 -2.45
H 2.71 -7.03 -2.62
H 2.61 -6.56 -5.61
H 2.78 -8.24 -6.11
H 4.98 -7.50 -5.72
H 4.55 -8.57 -4.36
H 5.44 -7.77 -2.48
H 5.79 -6.04 -2.35
H 6.64 -7.00 -3.57
C 10.33 1.92 2.61
O 9.01 2.42 2.56
C 8.70 3.03 1.31
C 7.24 2.82 0.95
O 6.94 1.50 0.50
C 6.91 0.48 1.49
C 5.75 0.56 2.45
O 5.96 1.58 3.40
C 4.76 2.14 3.90
H 11.06 2.74 2.56
H 10.44 1.40 3.56
H 10.51 1.21 1.79
H 9.33 2.63 0.52
H 8.89 4.11 1.41
H 7.03 3.47 0.10
H 6.58 3.13 1.76
H 7.86 0.44 2.02
H 6.81 -0.45 0.93
H 5.66 -0.40 2.98
H 4.82 0.74 1.89
H 4.12 2.51 3.09
H 5.03 2.99 4.53
H 4.21 1.41 4.50
C -4.67 0.77 8.37
O -3.27 0.88 8.19
C -2.88 0.76 6.83
C -1.68 1.63 6.52
O -1.97 3.02 6.42
C -2.26 3.72 7.62
C -1.06 3.91 8.53
O -0.77 2.72 9.24
C 0.60 2.61 9.56
H -5.01 -0.24 8.12
H -4.88 0.96 9.42
H -5.21 1.50 7.76
H -3.71 1.04 6.16
H -2.62 -0.29 6.64
H -1.32 1.35 5.53
H -0.87 1.45 7.22
H -3.10 3.27 8.15
H -2.58 4.71 7.29
H -1.30 4.70 9.27
H -0.20 4.24 7.94
H 1.22 2.68 8.66
H 0.75 1.63 10.01
H 0.90 3.38 10.28
C 3.98 4.13 -4.84
O 4.01 2.72 -4.83
C 4.23 2.18 -3.53
C 3.50 0.88 -3.35
O 2.10 1.03 -3.18
C 1.34 1.39 -4.32
C 1.21 0.30 -5.36
O 2.38 0.18 -6.14
C 2.59 -1.14 -6.61
H 4.96 4.55 -4.59
H 3.70 4.45 -5.85
H 3.22 4.52 -4.14
H 3.91 2.89 -2.76
H 5.30 2.00 -3.42
H 3.87 0.43 -2.43
H 3.73 0.18 -4.16
H 1.70 2.32 -4.76
H 0.33 1.59 -3.93
H 0.38 0.56 -6.04
H 0.98 -0.64 -4.85
H 2.60 -1.86 -5.78
H 3.55 -1.16 -7.11
H 1.81 -1.42 -7.33

---

No. 3
C51H98BeIN6O19 | ωB97M-V with the def2-TZVPD basis set

The LUMO energy comes out at 0.143 Ha. For the HOMO-LUMO gap, the calculation gives 2.32 eV. As for the highest occupied orbital energy: 1.6 eV. Its total charge is -3. The spin multiplicity is 1.

Element x y z (Å)
Be -18.58 5.82 9.51
C -17.31 10.40 9.41
C -16.76 11.43 8.50
C -17.59 11.63 7.12
O -17.18 12.51 6.35
C -18.77 10.90 6.96
C -19.17 9.96 7.86
C -18.39 9.65 9.14
O -18.64 8.74 9.99
O -20.24 9.28 7.57
O -15.57 11.84 8.46
H -16.68 10.21 10.28
H -19.36 11.16 6.09
C -14.87 7.86 8.64
C -14.07 9.09 8.50
C -13.49 9.73 9.80
O -12.93 10.86 9.63
C -13.81 9.05 11.08
C -14.63 8.01 11.18
C -15.17 7.34 9.89
O -15.99 6.33 9.86
O -14.85 7.61 12.40
O -13.82 9.70 7.47
H -15.19 7.48 7.68
H -13.43 9.53 11.97
I -19.71 5.16 12.29
C -20.45 3.15 17.39
C -22.00 3.17 17.29
C -22.52 1.91 16.43
C -22.58 0.66 17.30
C -23.54 0.97 18.41
C -23.08 2.13 19.37
N -22.58 3.33 18.60
O -22.14 4.50 19.24
C -24.35 2.56 20.10
C -22.02 1.59 20.37
C -22.36 4.41 16.42
H -20.01 3.21 18.39
H -19.92 3.85 16.74
H -20.05 2.21 17.02
H -23.49 2.18 16.01
H -21.80 1.65 15.66
H -21.65 0.52 17.85
H -22.79 -0.18 16.64
H -23.58 0.17 19.15
H -24.60 0.95 18.16
H -24.08 3.52 20.55
H -25.21 2.59 19.43
H -24.62 1.88 20.92
H -21.46 2.41 20.81
H -22.59 1.12 21.17
H -21.33 0.90 19.89
H -23.41 4.65 16.26
H -21.88 4.39 15.44
H -21.93 5.34 16.79
H -22.97 4.95 19.45
C -12.77 5.87 15.92
O -14.07 5.83 15.25
C -14.57 4.54 15.45
C -15.94 4.34 14.75
N -16.85 5.44 15.03
C -17.42 5.32 16.42
C -18.66 6.20 16.76
O -18.31 7.66 16.66
C -18.60 8.51 17.72
H -12.69 5.12 16.71
H -12.47 6.88 16.19
H -12.10 5.56 15.12
H -14.81 4.34 16.49
H -13.98 3.69 15.11
H -16.47 3.40 14.88
H -15.71 4.32 13.68
H -17.63 5.37 14.39
H -16.61 5.59 17.10
H -17.55 4.26 16.63
H -19.14 6.00 17.72
H -19.47 5.95 16.08
H -19.66 8.76 17.70
H -18.10 9.48 17.71
H -18.37 7.93 18.62
C -13.43 10.55 14.41
O -14.73 10.02 14.30
C -15.78 10.97 14.39
C -17.02 10.35 13.72
N -17.61 9.29 14.47
C -18.64 8.49 13.78
C -20.06 9.07 13.42
O -20.68 9.30 14.72
C -22.06 9.13 14.79
H -13.14 11.05 13.48
H -12.88 9.62 14.55
H -13.24 11.23 15.24
H -15.42 11.90 13.94
H -15.99 10.95 15.46
H -16.70 10.09 12.71
H -17.75 11.16 13.73
H -18.22 9.60 15.20
H -18.96 7.59 14.31
H -18.14 8.16 12.87
H -20.46 8.15 12.99
H -20.11 9.90 12.72
H -22.60 9.56 13.95
H -22.56 9.57 15.65
H -22.14 8.04 14.72
C -16.30 3.07 9.42
O -17.23 3.74 8.58
C -16.62 3.89 7.28
C -17.70 4.53 6.45
N -17.90 5.93 6.80
C -18.77 6.69 5.79
C -17.93 7.68 4.98
O -17.49 7.08 3.81
C -16.65 7.96 2.98
H -15.49 3.74 9.74
H -15.82 2.21 8.96
H -16.76 2.97 10.40
H -16.52 2.95 6.72
H -15.72 4.47 7.11
H -18.63 3.96 6.39
H -17.22 4.59 5.48
H -16.98 6.31 6.68
H -19.52 7.35 6.22
H -19.25 6.07 5.03
H -17.06 7.97 5.59
H -18.35 8.66 4.74
H -15.69 8.36 3.31
H -17.15 8.90 2.75
H -16.31 7.39 2.12
C -20.17 2.63 8.92
O -20.02 3.95 8.49
C -21.49 4.43 8.16
C -21.46 5.89 7.66
N -20.74 6.62 8.65
C -21.56 7.05 9.83
C -22.65 8.20 9.65
O -23.60 7.78 8.72
C -24.16 8.92 8.01
H -20.49 1.84 8.24
H -20.37 2.61 9.99
H -19.13 2.32 9.03
H -22.24 4.30 8.95
H -22.00 4.02 7.28
H -22.51 6.14 7.74
H -21.19 6.04 6.61
H -20.60 7.52 8.21
H -20.87 7.43 10.58
H -21.93 6.12 10.26
H -22.15 9.15 9.50
H -23.05 8.24 10.66
H -24.75 9.51 8.71
H -24.80 8.52 7.22
H -23.30 9.44 7.58
C -27.14 -1.47 11.54
O -26.24 -1.41 10.55
C -24.95 -0.86 11.06
C -25.00 0.67 10.77
N -25.15 1.41 11.99
C -24.03 1.38 12.95
C -22.61 1.48 12.52
O -22.33 0.08 12.10
C -21.04 -0.31 11.81
H -26.81 -2.28 12.18
H -28.15 -1.59 11.13
H -27.09 -0.59 12.18
H -24.19 -1.36 10.47
H -24.91 -1.14 12.11
H -25.95 0.84 10.25
H -24.09 0.95 10.23
H -25.76 2.20 11.87
H -23.98 0.44 13.49
H -24.10 2.22 13.65
H -21.91 1.89 13.25
H -22.62 2.17 11.68
H -21.04 -1.39 11.98
H -20.27 0.20 12.40
H -20.89 -0.22 10.74

---

Taking the records one at a time from the top gives total energy values of -4431.19794 -3864.54089 -4071.85319 Ha.